No. 1
102
Properties=species:S:1:pos:R:3 method="wB97M-V/def2-TZVPD" energy_ha=-2171.5309 homo_energy_ev=-9.6 homo_lumo_gap_ev=9.96 max_force_ev_per_a=2.3 smiles=COCCNCCOC.OCCO.OCCO.OCCO.OCCO.OCCO.OCCO.CO.CO.CO
H 1.8025 -4.6039 2.0036
H 5.1196 -2.9244 -0.2099
O 0.5353 2.8636 1.2910
H 0.7511 -1.1655 3.2736
O -2.7240 -0.2170 -3.7581
H -1.8960 1.3201 -2.5563
C -4.7509 0.1631 -0.4908
H -0.3440 3.1237 1.6323
H 0.3318 4.2753 -1.8028
H -2.1360 -2.7665 1.1542
C 0.1436 -0.1920 -0.5428
C -2.4362 -1.7251 1.3633
H 2.8521 -2.4236 0.3677
H 0.2262 -4.3829 -3.6922
C 0.4240 3.4224 -1.1404
O 2.6187 -1.9257 3.7700
H 3.7491 2.1512 -5.5149
O -3.5864 -1.5916 2.2369
H 1.9202 3.9852 0.3140
C 0.1860 -3.3373 -3.3185
H 0.0774 -6.4272 0.9283
H 2.7970 -6.6930 1.1481
C 4.6758 -2.0496 -0.7561
H 1.2537 -1.1452 4.9879
H 1.2360 -2.0877 -2.3110
C -2.5113 2.7960 3.4122
H 2.9923 0.6292 4.2580
O 1.2846 -3.0782 -2.4529
H 4.4143 -2.3949 -1.7399
H 4.3349 3.3995 -3.4506
C -1.9312 0.9960 -3.6102
H 3.8188 -0.0630 1.3965
H 5.8536 -0.7036 -0.1589
H 1.6963 1.6088 2.0557
H -1.6469 -3.7392 -2.0564
H -3.0442 3.6632 1.7192
H 2.2289 -6.1706 -0.5019
H -5.7357 4.8209 4.6976
O 1.3731 2.5112 -1.6160
O 5.6484 -1.0059 -1.0498
H -2.0022 3.6410 3.8297
H -2.6700 -1.2344 0.4113
C -1.1813 -3.0074 -2.7128
H 2.8534 -4.3243 0.5363
C 2.0080 -6.1983 0.5725
O 3.8145 2.9604 -2.7680
H -6.4308 3.8569 3.4421
H 2.4645 1.1577 -3.8398
O 0.9130 -0.1686 -1.7912
H 3.9371 1.1748 -1.7522
H 0.8684 0.7713 -2.0509
H 3.8178 -0.1547 -3.8478
H 1.2519 1.0437 4.2618
H 0.3874 4.8740 0.6590
H -1.6492 1.1382 1.1069
H -2.5080 2.5363 -0.7047
O -2.0450 -2.6788 -3.7846
H -5.8459 5.5763 3.0820
H -0.9781 -2.1094 -2.1177
H -0.9008 0.2087 -0.6622
H 2.8291 -0.7871 -0.2864
O 0.8678 -6.9809 0.9242
H 1.1414 -3.6697 -0.5737
N -2.3798 2.9291 1.9360
H -5.4741 0.7728 -1.0726
H -0.6011 3.0276 -0.9822
H 2.1124 2.9937 -2.0504
O 2.1941 0.8075 2.3612
H -1.9523 1.8577 3.6727
C -2.6149 1.6380 1.2352
O 4.1152 1.3174 -5.2010
H 3.0968 -1.7323 2.9434
O 4.0280 -1.0188 1.3286
C 3.5293 0.8834 -3.9384
H -4.8504 -0.8930 -0.8513
H 5.2752 1.5018 -2.8710
H -3.3212 1.0481 1.7901
C 4.2110 1.5764 -2.7466
H 0.3720 -2.7791 -4.2409
C 1.5615 -0.9636 3.9460
H 0.6268 0.4593 0.1777
H -2.1004 -0.9559 -3.6647
H -1.6345 -1.1238 1.7912
C -3.1875 1.8862 -0.1623
C 0.8439 3.8787 0.2953
H -3.2946 -1.9662 3.0661
H 0.2090 -1.2196 -0.1591
H -4.1404 2.3968 -0.0575
O 0.8389 -4.0458 0.2698
C 3.5012 -1.5844 0.0739
H -2.9466 -2.5897 -3.4324
H -0.9232 0.7808 -3.9634
O -3.4511 0.6328 -0.7606
O -4.3985 4.1085 3.3094
C -5.6753 4.6265 3.6328
C -3.9606 2.8503 3.8529
H -4.1139 2.8160 4.9459
C 1.9282 -4.7213 0.9056
H -4.5526 2.0239 3.3481
H -4.9840 0.0929 0.5633
H -2.4476 1.6878 -4.3082
C 2.0161 0.4568 3.8045

No. 2
19
Properties=species:S:1:pos:R:3 method="wB97M-V/def2-TZVPD" energy_ha=-490.4078 homo_energy_ev=-8.4 homo_lumo_gap_ev=9.10 max_force_ev_per_a=9.5 smiles=Cn1nccc1-c1cc[nH]n1
H 3.7517 -1.5392 -0.0825
C 1.4868 -1.5206 0.0742
H 0.3878 1.8914 1.3499
C 2.7436 -1.0045 -0.0431
C -1.6544 1.0253 -0.0770
H 0.2858 2.7643 -0.5387
H 1.1047 -2.5455 0.2625
H 1.8696 2.5417 0.7037
N -1.6468 -1.2294 0.2714
N -2.9414 -0.8308 -0.0836
H -1.3800 1.9738 -0.4264
N 1.5172 0.6526 -0.2589
C 0.9193 2.0433 0.2878
H -3.8019 -1.4788 0.1729
H -3.7826 1.1333 -0.1534
C -2.8325 0.6060 -0.1303
N 2.8299 0.2650 -0.1459
C -0.7902 -0.2271 -0.0736
C 0.6696 -0.3796 0.0007

No. 3
33
Properties=species:S:1:pos:R:3 method="wB97M-V/def2-TZVPD" charge=+1 energy_ha=-702.2181 homo_energy_ev="-10.9 / -10.9" homo_lumo_gap_ev="6.76 / 6.76" max_force_ev_per_a=5.2
C 3.0193 0.4045 0.2381
N 2.5549 -2.8552 -0.7888
H 2.2625 1.0722 0.4144
C -0.6005 -2.3951 1.6298
O 4.3069 0.5300 0.4827
H 4.3297 2.5389 0.7361
H -1.6538 2.3772 0.1741
N -1.0998 -1.3793 0.6953
H 0.2775 -2.1985 2.1273
H -0.9370 1.8306 1.7513
H 0.4587 -2.9435 -1.2131
H -0.4308 -3.2626 0.9659
H 4.4934 1.4919 2.2707
C 1.2211 -1.0581 -0.7499
H -2.7415 -0.7341 -0.3985
C -2.2484 -1.6685 -0.0535
H -0.6386 1.4521 -2.1188
H -2.2845 0.8570 1.0738
H -2.2706 0.8402 -1.7325
N 3.2674 -1.9100 -0.4019
H -1.9309 -2.1929 -1.0306
H 0.3027 1.2599 -0.4088
N 1.2690 -2.3975 -1.0119
C 4.8337 1.6739 1.2039
C -1.1465 0.7154 -1.6206
C -1.3973 1.5251 0.7541
N -0.6061 0.7717 -0.1782
H 5.9683 1.4847 1.0185
C 2.6087 -0.7616 -0.3808
H -2.9076 -2.4300 0.3992
H -1.5205 -2.5222 2.3137
C -0.2212 -0.4378 0.5290
H -0.7526 -0.2057 -2.1360

No. 4
10
Properties=species:S:1:pos:R:3 method="wB97M-V/def2-TZVPD" energy_ha=-346.4262 homo_energy_ev=-8.8 homo_lumo_gap_ev=9.30 max_force_ev_per_a=5.9
H 0.4875 -1.3211 0.9459
H 0.7965 -2.0733 -0.6173
F -2.6369 -0.5551 0.1103
H 0.7613 1.3497 1.0662
H 0.8817 1.8341 -0.8853
C -1.4515 -0.1073 -0.0601
C 0.4414 1.1241 -0.0100
C 0.5458 -1.2295 -0.1089
O 1.1367 -0.0535 -0.4564
N -0.9625 1.0321 0.0156

No. 5
83
Properties=species:S:1:pos:R:3 method="wB97M-V/def2-TZVPD" charge=+2 energy_ha=-5661.5098 homo_energy_ev="-12.1 / -12.1" homo_lumo_gap_ev="3.43 / 3.50" multiplicity=8 max_force_ev_per_a=2.9
C -1.5117 1.9000 -1.4243
C 2.7175 -0.6092 -1.7281
C -0.6754 3.0097 -1.6003
C -0.9768 4.0259 -2.5618
H -3.6309 -0.8942 -4.7526
H -4.7696 -4.7708 -0.5824
C 2.9652 -3.4824 0.9349
H -0.5362 -3.1892 -1.1327
P -2.7317 -3.4566 -2.1704
H 2.6279 0.4830 -1.6188
N 1.9571 0.6191 6.0736
P 1.6654 -0.8727 0.9178
Br -1.2067 -1.7788 2.7910
H 1.1484 -2.9106 1.9934
C -1.0559 4.9023 -3.4094
H -2.4862 1.9261 -1.9070
H 3.2656 0.8879 0.5604
C -1.0919 5.8741 -4.4650
H 1.5333 -1.3334 6.7750
C 1.7050 -1.3368 -0.8583
H -0.4672 -2.9531 -2.9006
C 2.1235 -2.4821 1.7275
H -5.3743 -3.1021 -0.4713
C -0.8557 7.2304 -4.1834
H 2.4731 -3.8042 0.0110
N -0.2699 1.0451 5.6667
H -0.6365 7.5689 -3.1639
H -3.8836 -1.3643 -2.3626
H -1.5262 0.9565 7.3327
Eu -0.5051 0.8351 2.2512
C -0.8863 -3.5822 -2.0993
H -2.1343 -1.1194 -2.6258
H 0.5901 -5.1294 -2.5310
H 4.5958 -1.4716 2.0399
C 4.5590 -0.6874 1.2746
H -2.2931 -2.0372 -4.9240
C 0.2012 0.8743 -0.1166
H 1.8130 -2.4228 -0.9386
C -1.3441 5.4831 -5.7931
H 0.1062 -0.5661 8.6305
H -1.5828 6.2092 -7.8190
H 2.6114 -2.2111 2.6737
H -2.4534 -3.8444 0.1872
H -0.6608 -5.6361 -1.3852
H 5.3617 0.0317 1.4905
H 0.6979 -1.1033 -1.2278
H -0.9112 1.6790 5.2074
H -1.5140 4.4323 -6.0548
C -0.9103 8.1466 -5.2407
C -2.9914 -1.7643 -2.8674
C -0.4758 -5.0467 -2.2918
C 0.4008 0.1502 7.8647
N -1.1692 7.7661 -6.4958
C -1.0654 0.7884 -0.6760
C -0.7343 0.3561 6.8813
C 0.9561 2.0302 -0.0939
H 3.7586 -0.8995 -1.5288
C 1.6583 -0.3148 7.1695
H -4.7503 -3.9121 0.9672
S 1.4692 2.0878 3.8824
C 0.5258 3.1022 -0.8909
H 1.8409 2.1633 0.5297
C -1.3781 6.4770 -6.7790
H 2.9053 0.7099 5.7316
H -3.0895 -2.2139 -0.0983
H 2.5131 -0.8745 -2.7781
C -3.2246 -1.8403 -4.3810
H 1.1200 4.0076 -0.9959
H -0.7409 9.2094 -5.0503
C -4.6052 -3.7941 -0.1115
H -1.0389 -5.5021 -3.1171
H 4.7982 -1.1390 0.3027
C 3.2266 0.0582 1.2706
H 0.6038 1.0851 8.3958
H 3.0603 0.5183 2.2601
C -3.1908 -3.2691 -0.3926
H 2.5051 -0.3083 7.8545
C 1.0251 1.2039 5.3007
H 3.9595 -3.0976 0.6677
H -3.9419 -2.6331 -4.6254
H 3.1139 -4.3820 1.5432
H -1.7164 -0.0805 -0.5267
H -1.1645 -0.6105 6.5888

No. 6
9
Properties=species:S:1:pos:R:3 method="wB97M-V/def2-TZVPD" energy_ha=-317.3476 homo_energy_ev=-10.4 homo_lumo_gap_ev=7.80 max_force_ev_per_a=5.2
N -2.0638 0.9885 0.8615
N -1.8387 1.3501 -0.4348
C -0.7372 0.7897 -0.8232
N -0.2667 0.0729 0.2111
H 1.5753 -0.9000 -0.7231
O 1.3747 -0.9434 0.2146
H -0.9850 -0.2383 2.2087
C -1.0992 0.2124 1.2481
H -0.2736 0.8707 -1.7836

No. 7
101
Properties=species:S:1:pos:R:3 method="wB97M-V/def2-TZVPD" charge=+1 energy_ha=-7600.0522 homo_energy_ev="-9.7 / -10.4" homo_lumo_gap_ev="8.10 / 6.23" multiplicity=5 max_force_ev_per_a=0.8
N 0.5973 -2.4795 0.0790
H 5.0405 0.1953 -2.1936
H -4.7302 -4.2104 -0.1548
H -2.0698 -0.8169 -2.7196
H 4.1732 4.1850 -0.8703
C -2.4547 -3.7873 -1.8726
C 2.9043 3.2026 -3.7979
H 5.3573 2.8956 -0.6308
H -6.2910 -1.2619 3.1717
H -5.7029 0.2798 1.3313
H 4.3816 -1.3060 1.5254
H 2.1502 -0.8091 4.8817
C -1.0183 4.3821 -0.5804
H -4.5565 -2.0839 4.7233
C 0.0725 4.3035 0.4769
H 2.2447 -3.6647 -0.5078
C -4.3178 -3.2548 -0.4795
H 3.6583 3.5288 -4.5173
H 1.6178 -2.4947 -3.0792
N -1.9365 -3.0358 -0.7268
H -5.0754 -2.4940 -0.2952
O 3.2064 -0.0007 2.5448
Si 3.6941 2.2714 -2.3800
H 5.4810 3.9525 -2.0364
Pd 0.2548 0.7999 1.0572
H -2.8439 -3.6925 1.0736
Se -1.8295 2.6421 -0.9544
H -3.3417 0.9924 1.0158
H 5.6356 1.2241 -3.4973
N -1.3811 0.2549 2.5313
H 0.9661 3.8141 0.0892
H -1.8628 -3.6037 -2.7645
H 4.4930 2.2116 3.3678
Se -0.3627 3.2480 2.0728
C 1.1618 -1.5645 -2.7346
H 1.0375 0.1929 5.8493
H 4.2036 0.2863 0.7339
H -0.5651 -2.3852 1.8665
H 1.1443 -1.0307 -4.8435
H -3.9529 -2.3455 -2.4208
H 0.5063 -4.2685 2.8607
C -1.1487 -1.1016 -3.2322
C 1.5350 1.3535 -0.4352
C -3.0075 -2.9544 0.2830
H -0.2798 0.8323 -2.9016
H 1.4629 -5.6322 0.7284
H 0.3307 5.3027 0.8272
H -3.0068 -1.9612 0.7357
P 2.0300 1.0819 2.6187
C 4.7758 3.4328 -1.3833
H -2.4112 -4.8611 -1.6554
H 1.8589 0.2036 -3.7990
H -3.2373 3.9071 -2.6528
H -2.5815 3.2295 3.2008
C -4.2844 -1.4065 3.9251
H 2.0836 -3.8041 2.2286
H 3.3677 3.3685 4.1282
O 2.6795 2.5016 2.3703
H -2.2803 4.8002 2.4305
C 0.8327 -4.7445 0.7390
C 1.1630 -3.7663 -0.3793
C 4.7314 0.8457 -3.0146
H 1.7457 -1.1763 -1.9012
H 4.1989 0.2336 -3.7450
H 4.2214 3.8054 2.6221
H -1.7311 3.2919 -3.3957
C 3.7628 2.9984 3.1850
H 2.3870 4.0914 -3.4296
H 1.0484 -1.6986 2.0129
C -0.3166 0.0851 -3.6961
C -3.6360 0.3470 1.8339
O -1.2123 -0.6480 -0.0810
C -2.2353 3.7218 2.2949
C 1.0644 -0.5372 -3.8730
H -0.7022 0.5448 -4.6065
H -0.5682 4.7313 -1.5102
C -2.9766 -1.0091 3.7849
C -4.9338 -0.0672 2.0087
C -2.6214 -0.1197 2.7284
C -5.2657 -0.9414 3.0467
C 1.0221 -3.8811 1.9833
H 0.7386 -4.0525 -1.3419
H -4.5331 -4.0094 -2.5345
C 1.3379 -0.0859 4.8439
C -2.5455 3.0705 -2.7095
C 0.4780 -2.5116 1.5586
H 0.4839 -0.5137 4.3115
H -1.4115 -1.7482 -4.0761
H 2.8700 -0.8749 0.6693
H -0.2104 -5.0578 0.6498
C 3.6921 -0.5025 1.2822
C -3.9071 -3.3323 -1.9552
H -2.8258 3.4061 1.4399
H -2.2047 -1.3600 4.4565
O 1.7759 1.1174 4.1952
H 2.1750 2.5862 -4.3289
C 2.3762 1.6395 -1.2710
P -0.7286 -1.9024 -0.7462
H -3.0784 2.1876 -3.0553
H -1.7963 5.0889 -0.2935
N -0.2402 -1.8173 -2.3143

No. 8
71
Properties=species:S:1:pos:R:3 method="wB97M-V/def2-TZVPD" charge=-1 energy_ha=-5269.2170 homo_energy_ev="-4.0 / -4.6" homo_lumo_gap_ev="6.42 / 6.57" multiplicity=4 max_force_ev_per_a=0.9
H 0.1624 2.3673 -2.5557
H 3.4645 1.3641 -0.2174
H 0.7065 -2.0695 -4.5327
N -0.7164 -2.6528 0.1010
C 0.3601 -2.0220 -1.8130
C 0.4726 0.9021 5.3459
C -4.2882 3.9299 -0.8991
H 0.1729 0.6584 6.3580
H -0.1983 -2.8819 -2.2428
C -2.2145 4.5340 0.1720
H -1.8619 -4.9864 0.2917
C 1.4589 0.2593 3.2461
S -1.9775 -3.5490 2.2347
C 1.9043 -5.3505 -2.2580
Cl -0.1427 2.7846 0.3633
N -0.2556 -1.5870 -0.6389
C -1.2959 -2.2827 1.1824
H 0.1125 -7.6654 0.2432
C 0.6200 -7.0199 -0.4590
C 0.2846 1.4117 -3.0509
C -2.6295 -4.6871 0.9958
H -0.6597 -8.8711 -2.3310
C 1.0011 -5.7481 -0.0654
H 2.4153 -4.6935 -2.9441
C -2.5045 2.2523 -0.7325
C -1.7623 3.2589 -0.0816
C 0.6047 0.0463 -4.9778
H 0.8963 -9.1240 -3.1170
H 0.7272 -0.0701 -6.0455
H 2.7989 -2.7105 2.2822
C 0.4206 -8.8387 -2.1808
C 2.3358 -1.9772 2.9273
C 0.2382 2.1403 4.8143
H 0.4929 3.3624 3.0468
C 2.0483 -0.7291 2.3923
C -3.4954 4.8577 -0.2439
O 3.6641 -3.3693 -0.5185
H 1.6999 -6.9588 -3.6528
C 0.4238 -0.8749 -2.7872
H -0.2571 2.9173 5.3763
V -0.3045 0.2544 -0.2221
C 0.6612 2.3871 3.4920
C 0.5906 -1.0674 -4.1491
H 0.4533 2.2051 -5.0280
H -1.5908 5.2548 0.6744
O 1.7608 -2.4319 -1.7043
C 0.4530 1.3103 -4.4210
H 1.1097 -1.6315 6.0792
N 2.4627 1.3205 -0.4282
C 2.0140 -2.2987 4.2502
N 2.3241 -0.5140 1.0955
O -2.0382 1.0816 -0.9425
N 0.2648 0.3394 -2.2602
Cl -4.1206 6.4600 0.0557
C 1.9504 0.4446 0.3364
C 1.3924 -1.3848 5.0641
H -3.4546 -4.2362 0.4512
H 0.7756 -5.3853 0.9256
C 1.5069 -6.6193 -2.6431
H -2.9920 -5.5611 1.5309
H 0.6688 -9.5916 -1.4328
C 1.1094 -0.0869 4.5651
N 1.2495 1.4950 2.7390
S 2.2078 -3.3103 -0.3917
S -1.4966 -0.6481 1.7290
Cl -4.7956 1.5143 -1.9712
C -3.7984 2.6627 -1.1397
C 0.8643 -7.4712 -1.7492
H -5.2867 4.1888 -1.2201
C 1.6439 -4.9185 -0.9652
H 2.2370 -3.2927 4.6179

No. 9
12
Properties=species:S:1:pos:R:3 method="wB97M-V/def2-TZVPD" energy_ha=-1274.8836 homo_energy_ev="-8.6 / -8.6" homo_lumo_gap_ev="8.72 / 6.15" multiplicity=2 max_force_ev_per_a=2.9
S 0.7085 -1.7909 -0.7186
H 1.3426 0.1252 1.3351
H -1.0361 1.4658 -0.4768
C -0.8433 1.3344 -1.5110
S -0.2650 -1.6411 1.1699
H 0.2694 1.3175 -1.6910
S -1.8714 -0.0487 -1.9574
H -1.1769 2.2104 -2.0804
H 2.0032 -1.1443 2.0526
H -0.9240 -0.8777 -1.1653
H 0.7352 -0.3171 3.0131
C 1.0579 -0.6335 2.0298

No. 10
17
Properties=species:S:1:pos:R:3 method="wB97M-V/def2-TZVPD" energy_ha=-828.4092 homo_energy_ev=-7.3 homo_lumo_gap_ev=8.10 max_force_ev_per_a=3.9
H -1.6647 -1.1841 0.0770
C -1.6426 -0.1193 0.1487
S 0.3080 1.7168 -0.5673
C -0.9653 0.6165 -1.1115
N 2.6606 -0.9017 0.5426
H -2.6895 0.3167 0.4515
N 3.5790 0.0539 0.4169
C 2.9261 1.1023 -0.1033
N -0.4996 1.5353 1.3935
H -0.0506 -0.3776 1.6940
H 2.8428 -1.7737 0.9418
H -0.7533 -0.2700 -1.6985
C 1.5949 0.6738 -0.2606
H 3.1943 2.0856 -0.4894
H -1.7468 1.2347 -1.4997
N -0.8420 0.2994 1.3760
N 1.4623 -0.5325 0.3089

No. 11
14
Properties=species:S:1:pos:R:3 method="wB97M-V/def2-TZVPD" energy_ha=-1788.5902 homo_energy_ev=-8.9 homo_lumo_gap_ev=9.54 max_force_ev_per_a=4.1
C -1.9409 -0.0693 -0.4143
Si 0.4003 -0.5719 -0.1031
H 1.2137 0.7203 1.9399
H -0.2843 -0.0604 2.1066
H 2.2851 0.5371 -1.1678
H 0.7354 1.6320 -1.2215
H -2.2592 -0.0010 -1.4878
Cl 0.8043 -2.4858 -0.3253
Cl -1.9119 1.5912 0.0997
H 1.0332 -1.0777 2.2333
C 0.6401 -0.1886 1.7176
Cl -3.0978 -0.9996 0.6039
C 1.1690 0.5673 -1.4300
H 1.2131 0.4065 -2.5513